Record 1
# C13H25ClInN2O7S

C13H25ClInN2O7S as an isolated structure in a non-equilibrium geometry (ωB97M-V with the def2-TZVPD basis set, the Open Molecules 2025 dataset).

```
50
Properties=species:S:1:pos:R:3:forces:R:3:lowdin_charge:R:1
C 5.394 -0.955 1.320 -0.14 -0.08 0.10 0.01
C 4.193 -1.028 0.351 0.27 -0.02 -0.16 -0.17
O 3.043 -0.473 0.959 -0.30 0.39 0.10 -0.04
C 2.182 -1.269 1.661 0.28 -0.25 -0.25 -0.09
C 0.699 -1.216 1.080 0.01 0.31 0.12 -0.09
O 0.702 -0.727 -0.225 -0.16 -0.25 0.11 -0.09
C -0.337 -0.029 -0.806 0.41 -0.17 -0.19 -0.61
Cl 0.400 0.483 -2.347 0.05 -0.03 -0.06 0.96
C -0.651 1.355 -0.057 -0.71 0.33 0.10 -0.44
O -1.270 2.178 -0.957 0.14 0.05 -0.05 0.05
C 0.644 1.924 0.530 0.08 -0.08 0.21 -0.06
C 0.603 3.428 0.711 0.21 0.27 -0.24 -0.18
N 0.975 4.160 -0.438 -0.93 -0.52 -0.56 0.22
O -1.557 1.165 1.116 1.25 -0.10 -0.36 -0.16
S -2.922 0.439 0.955 0.35 -2.15 -1.38 0.53
O -3.837 1.253 0.237 -0.28 0.78 -1.36 -0.32
O -3.357 0.168 2.289 0.76 -1.58 1.07 -0.41
C -2.570 -1.137 0.126 0.36 0.18 0.39 -0.30
N -2.163 -2.100 1.096 0.02 -0.04 0.02 0.10
C -1.614 -0.911 -1.114 -0.22 0.09 0.12 -0.37
C -1.130 -2.306 -1.510 0.26 -0.07 -0.01 0.01
C -2.472 -0.280 -2.228 -0.27 0.14 0.47 -0.08
C -2.313 -0.887 -3.627 0.26 -0.05 -0.04 -0.19
O -3.281 -1.153 -4.244 -0.42 -0.14 -0.30 0.23
H 6.299 -0.909 0.727 0.17 -0.07 -0.09 0.10
H 5.322 -0.060 1.926 0.06 0.19 0.06 0.09
H 5.406 -1.832 1.957 0.03 -0.11 0.16 0.09
H 3.995 -2.050 0.043 -0.03 -0.20 -0.01 0.14
H 4.413 -0.403 -0.508 -0.12 0.14 -0.12 0.14
H 2.520 -2.300 1.710 0.07 -0.14 -0.02 0.15
H 2.084 -0.868 2.674 -0.06 0.06 0.20 0.17
H 0.364 -2.254 1.106 -0.03 -0.23 -0.04 0.15
H 0.067 -0.635 1.743 -0.17 0.15 0.04 0.12
H -2.063 2.605 -0.604 -0.08 0.07 0.05 0.15
H 0.831 1.461 1.492 -0.01 -0.14 0.15 0.14
H 1.455 1.616 -0.125 0.18 0.04 -0.11 0.13
H -0.346 3.806 1.085 -0.08 0.10 0.24 0.15
H 1.329 3.632 1.520 0.15 0.04 0.17 0.18
H 0.366 4.903 -0.762 0.15 0.34 0.23 0.14
H 1.377 3.662 -1.223 0.47 0.03 0.08 0.13
H -3.558 -1.390 -0.250 -0.09 -0.10 -0.25 0.16
H -1.865 -1.753 1.994 0.07 0.09 0.07 0.10
H -2.871 -2.802 1.259 -0.04 -0.16 -0.02 0.14
H -0.409 -2.228 -2.318 0.00 -0.05 -0.20 0.10
H -1.977 -2.917 -1.811 -0.13 -0.05 -0.17 0.13
H -0.649 -2.820 -0.691 0.02 -0.04 0.11 0.09
H -2.310 0.785 -2.366 0.12 0.19 -0.11 0.12
H -3.528 -0.402 -2.008 -0.16 0.05 0.04 0.13
H -1.302 -1.028 -4.021 0.30 -0.03 -0.18 0.14
In -4.312 2.097 2.575 -2.08 2.83 1.86 1.20
```
Forces are in eV/Å.

Results
HOMO energy: -18.17 eV
charge: +3
molar mass: 503.69 g/mol
lowest unoccupied orbital energy: -15.606 eV
spin multiplicity: 1
F_max: 4.0 eV/Å


Record 2
# C7H13N2

An isolated ion of composition C7H13N2 and charge +1 in a non-equilibrium geometry (ωB97M-V with the def2-TZVPD basis set, the Open Molecules 2025 dataset).

```
22
Properties=species:S:1:pos:R:3:forces:R:3:lowdin_charge:R:1
C -0.876 -0.322 -1.062 1.22 -0.10 0.82 0.12
C -0.255 0.851 1.295 0.03 -0.38 1.11 -0.09
C -1.697 0.111 -1.936 -2.72 1.59 0.13 -0.09
C 0.187 -1.163 -0.511 -1.34 -2.97 -0.16 -0.19
C 1.300 -0.505 0.170 2.24 2.31 0.72 -0.19
C -1.708 0.188 -3.457 -1.22 1.39 0.85 -0.03
C 1.602 -0.368 2.545 1.37 0.85 -0.09 -0.02
N 0.830 0.114 1.430 -0.55 -0.05 -1.78 -0.21
N -0.671 1.481 2.413 -0.63 -0.16 -2.17 0.11
H -2.663 0.675 -1.683 1.65 -0.63 0.76 0.18
H -0.264 -2.019 0.148 0.51 1.52 -1.18 0.18
H 0.602 -1.708 -1.388 -0.38 0.17 0.05 0.16
H 2.277 -1.028 0.436 -1.79 -0.23 -0.83 0.15
H 1.644 0.335 -0.466 -0.04 -0.36 0.14 0.14
H -1.615 1.285 -3.666 -0.03 -0.96 0.00 0.12
H -2.670 -0.159 -3.873 0.59 0.00 0.28 0.11
H -0.885 -0.320 -3.797 1.73 -1.19 -1.43 0.05
H 1.459 -1.427 2.529 -0.54 -0.84 1.08 0.09
H 2.670 -0.329 2.203 -0.67 0.67 0.95 0.11
H 1.419 0.188 3.489 0.26 -0.81 -0.61 0.10
H -1.410 2.163 2.269 0.37 -0.30 0.69 0.11
H -0.099 1.446 3.229 -0.07 0.47 0.66 0.08
```
Forces are in eV/Å.

Results
HOMO energy (spin up / spin down): -12.81 / -12.81 eV
charge: +1
ΔE to the lowest compared entry with this formula, charge and spin: 125.8 kcal per mole
molar mass: 125.19 g/mol
lowest unoccupied orbital energy (spin up / spin down): -5.284 / -5.285 eV
spin multiplicity: 1
F_max: 3.3 eV/Å


Record 3
# C6H7O2

A 2-piece molecular cluster, C6H7O2 overall in a non-equilibrium geometry (ωB97M-V with the def2-TZVPD basis set, the Open Molecules 2025 dataset).

```
15
Properties=species:S:1:pos:R:3:forces:R:3:lowdin_charge:R:1
C 2.271 -1.817 0.144 2.85 0.51 -0.64 -0.19
C 1.158 -2.262 0.248 -2.10 -0.55 0.25 -0.10
C -2.322 -1.038 0.006 -0.20 1.08 -0.27 -0.70
C -0.461 0.182 -1.373 -2.38 -0.20 3.92 -0.05
C -0.369 0.364 1.156 -0.11 -1.91 -1.38 -0.10
C -0.948 -0.403 0.014 2.50 -0.60 -1.29 -0.28
O -2.686 -2.147 -0.258 0.14 -1.72 -0.27 0.07
O -2.951 0.015 0.220 -2.24 1.26 0.74 0.08
H 3.328 -1.675 -0.084 -0.89 0.04 0.33 -0.03
H 0.568 0.276 -1.175 1.45 0.34 -0.66 0.04
H -0.765 -0.523 -2.066 -0.03 -1.16 -1.90 0.05
H -1.032 1.117 -1.479 0.47 0.14 -0.34 0.08
H 0.654 0.084 0.993 1.05 0.53 0.57 0.03
H -0.589 1.332 0.842 -0.01 2.45 0.35 0.05
H -0.655 0.135 2.156 -0.50 -0.22 0.57 0.07
```
Forces are in eV/Å.

Results
HOMO energy (spin up / spin down): -2.51 / -3.99 eV
charge: -1
ΔE to the lowest compared entry with this formula, charge and spin: 51.0 kcal per mole
molar mass: 111.12 g/mol
lowest unoccupied orbital energy (spin up / spin down): 4.014 / 0.571 eV
spin multiplicity: 3
F_max: 4.6 eV/Å


- spin multiplicity of number 3 (C6H7O2)?
  3